DFT (wB97M-V/def2-TZVPD) results for 16 unconnected molecules or ions with the total composition H32O16 in a non-equilibrium geometry.

Each line ends with the Mulliken charge.
Positions of all 48 atoms, in Å:
O: 2.495250 -1.490208 -0.132500  -0.653
H: 2.221250 -1.828208 0.760500  0.344
H: 3.264250 -2.034208 -0.207500  0.294
O: 2.252250 0.975792 -2.573500  -0.632
H: 1.931250 0.671792 -1.762500  0.220
H: 2.229250 1.913792 -2.302500  0.405
O: 1.018250 -2.529208 2.016500  -0.761
H: 1.534250 -3.341208 2.122500  0.282
H: 0.495250 -2.741208 1.242500  0.273
O: -0.544750 0.998792 -1.822500  -0.628
H: -0.247750 1.512792 -2.556500  0.453
H: 0.000250 0.212792 -1.954500  0.161
O: -2.919750 -0.309208 -0.591500  -0.587
H: -2.962750 -0.787208 -1.403500  0.325
H: -2.499750 -0.974208 -0.034500  0.194
O: 2.430250 0.526792 2.688500  -0.631
H: 1.728250 0.879792 2.111500  0.261
H: 3.112250 1.176792 2.535500  0.354
O: -2.047750 -0.318208 -3.507500  -0.633
H: -1.669750 0.206792 -2.792500  0.107
H: -1.703750 0.192792 -4.225500  0.307
O: -0.187750 -0.307208 0.451500  1.247
H: -0.757750 0.113792 -0.203500  0.134
H: 0.705250 0.022792 0.274500  -0.117
O: -1.830750 -2.160208 1.144500  -0.808
H: -1.789750 -3.030208 0.696500  0.327
H: -0.974750 -1.757208 1.033500  0.116
O: -0.141750 -0.618208 3.454500  -0.704
H: -1.043750 -0.300208 3.224500  0.505
H: 0.273250 -0.994208 2.664500  0.210
O: -2.551750 0.174792 2.755500  -0.689
H: -2.945750 0.093792 3.625500  0.281
H: -2.444750 -0.607208 2.241500  0.402
O: 0.622250 -1.482208 -2.332500  -0.609
H: 1.245250 -1.838208 -1.672500  0.276
H: 1.146250 -1.418208 -3.147500  0.300
O: -3.451750 1.896792 -2.150500  -0.662
H: -2.895750 1.591792 -1.478500  0.223
H: -3.318750 1.403792 -2.951500  0.395
O: 1.403250 1.918792 0.220500  -0.541
H: 1.790250 2.580792 0.746500  0.309
H: 0.459250 1.844792 0.368500  0.027
O: 4.126250 0.941792 0.133500  -0.650
H: 4.067250 0.135792 0.623500  0.334
H: 3.190250 1.215792 -0.055500  0.292
O: -1.490750 2.689792 0.545500  -0.654
H: -1.048750 2.764792 1.375500  0.292
H: -2.270750 2.207792 0.801500  0.306

Atoms 1-3, force components in eV/Å:
O -0.74 -0.58 1.27
H -0.51 0.88 -0.49
H 1.27 -0.30 -0.87

**Relative energy (zero: lowest compared OMol25 entry of this formula, charge and spin)**: 5.6852 eV
**Gap between HOMO and LUMO**: 9.6 eV
**Highest occupied orbital energy**: -10.0 eV
**E**: -33279.249 eV